84
Properties=species:S:1:pos:R:3:forces:R:3 method="wB97M-V/def2-TZVPD" lumo_energy_ev="-5.53 / -8.90" energy_ha=-2270.82518 max_force_ev_per_a=5.3 spin_multiplicity=4 charge=+2 s2=3.772
Ag 3.907038 3.591446 -0.713855 -1.0 0.0 -1.5
Ag 4.693848 -0.161114 -1.917595 -0.9 0.0 -0.2
F 4.208658 3.960306 -2.952935 0.0 -0.2 1.5
C 2.763068 -3.621834 -0.340155 0.9 0.0 -0.5
C 4.257938 -3.210714 -0.010745 -0.4 -0.6 0.1
C 5.314798 -4.382684 0.041535 -1.4 1.2 -0.4
O 4.691868 -2.066044 -0.642655 -0.2 -1.2 0.5
H 2.268198 -4.209064 0.433395 0.5 -0.1 0.2
H 2.847318 -4.241904 -1.232625 -0.5 0.1 -0.2
H 2.139848 -2.738014 -0.476415 0.2 0.1 -0.4
H 4.041228 -2.817704 0.982575 0.5 0.3 0.9
H 5.133998 -5.114874 0.828495 0.0 0.4 0.3
H 6.278848 -3.883974 0.141535 0.1 -0.5 -0.1
H 5.184628 -4.963934 -0.871325 0.5 0.2 -0.3
N 1.584428 1.093306 -1.591685 2.9 -1.1 -0.5
O 0.420298 1.127786 -1.822505 -3.0 0.1 0.1
O 2.225348 0.065626 -1.388425 -0.2 -4.3 1.2
O 2.332468 2.037186 -1.682155 1.0 5.2 -0.4
C -6.172912 1.324816 -0.038515 1.1 -0.4 1.5
C -5.015102 0.802076 0.893255 -0.6 0.2 0.2
C -5.485792 -0.162954 2.030095 0.5 0.3 -0.7
C -4.246972 -0.772664 2.728525 -0.6 -0.7 -1.1
C -3.505132 -1.658674 1.654315 -0.9 2.0 1.0
C -2.954262 -0.775784 0.457995 1.4 -2.4 1.9
N -4.053122 0.103906 -0.067345 3.4 2.3 0.3
O -3.513942 0.973116 -1.147505 -2.2 -2.3 1.7
C -1.656322 0.066126 0.965845 -0.7 0.3 -1.1
C -2.419572 -1.860124 -0.528885 -0.5 1.2 -2.1
C -4.349112 1.989086 1.668075 -0.3 1.3 -0.8
H -5.744812 1.912946 -0.850255 -0.2 -0.5 -0.2
H -6.802422 2.009016 0.530435 -0.1 -0.3 0.1
H -6.702582 0.403996 -0.282725 -0.3 0.5 -0.7
H -6.098262 0.416976 2.720505 0.2 0.3 -0.1
H -6.211252 -0.852034 1.597715 0.4 -0.7 0.1
H -4.542112 -1.299834 3.635755 -0.1 -0.5 -0.3
H -3.575302 -0.013844 3.129965 0.0 0.2 -0.3
H -4.201582 -2.378084 1.223615 0.0 -0.1 0.2
H -2.704372 -2.169804 2.188745 0.3 -0.1 -0.6
H -1.877292 0.908866 1.620875 -0.1 -0.3 0.1
H -0.901292 -0.574864 1.421005 -0.6 -0.4 0.3
H -1.096682 0.456066 0.115635 -0.2 0.1 -0.4
H -1.397482 -2.229324 -0.444545 -0.1 0.2 1.1
H -3.096562 -2.698124 -0.694825 -0.1 0.1 0.5
H -2.348932 -1.396134 -1.512665 -0.1 0.2 -0.3
H -4.315362 2.858216 1.011145 0.5 0.0 -0.2
H -3.428732 1.918306 2.247735 0.0 -0.5 -0.5
H -5.081202 2.323266 2.403245 -0.3 -0.4 0.0
H -2.904372 1.529566 -0.657205 0.6 0.5 0.2
O 1.776868 4.638496 -0.582385 0.6 0.3 -0.4
C 0.778238 4.859986 0.053715 1.4 -1.5 0.2
O 0.449918 6.073796 0.398215 0.5 1.9 0.2
C -0.761832 6.158456 1.140145 -1.0 0.7 -1.4
C -1.242372 4.756206 1.033235 -2.8 -1.9 2.6
C -0.124612 3.807116 0.660695 -0.3 1.6 -0.5
H -1.467792 6.802166 0.615395 0.3 0.1 -0.6
H -0.764562 6.703176 2.084265 1.2 -0.8 0.4
H -2.150182 4.690936 0.433465 0.3 0.0 -0.5
H -1.601702 4.456756 2.017775 -0.3 -0.1 0.2
H -0.405292 3.039736 -0.060725 0.3 0.0 0.1
H 0.359788 3.414916 1.554925 0.1 -0.2 -0.2
O 3.378218 2.896956 1.397805 -0.5 -2.4 1.8
C 3.117998 1.829356 1.994485 0.7 1.3 -0.8
O 2.060558 1.075846 1.655235 -0.4 1.9 -0.2
C 2.257518 -0.269884 2.006845 0.8 -1.7 -1.0
C 3.645808 -0.328734 2.573745 0.6 -2.2 0.8
C 3.878268 1.031106 3.074345 1.0 1.7 -0.1
H 2.341238 -0.755924 1.034815 -0.8 -0.5 0.1
H 1.519658 -0.734214 2.661125 -0.4 0.6 -0.1
H 4.364548 -0.679794 1.833295 0.1 0.6 -0.3
H 3.770078 -1.087714 3.346145 -0.3 0.1 0.2
H 4.940918 1.247826 3.183465 -0.1 0.5 -0.3
H 3.456408 1.187846 4.067105 -0.4 0.2 -0.1
O 3.565188 -1.716844 -3.314445 -2.2 -1.5 -1.2
C 2.659668 -2.394824 -3.852415 2.6 1.9 0.4
O 2.887658 -3.657874 -4.153405 0.1 -0.2 0.9
C 1.740788 -4.272534 -4.733475 -0.3 -0.3 -2.0
C 0.588938 -3.247364 -4.604855 0.1 -1.4 0.4
C 1.296888 -1.966344 -4.350085 0.5 1.1 1.2
H 1.581388 -5.280644 -4.350835 -0.1 0.4 0.7
H 2.009758 -4.466314 -5.771845 0.0 0.2 -0.2
H 0.089768 -3.554764 -3.685925 -0.6 0.2 -0.2
H -0.098222 -3.180204 -5.448305 0.1 -0.4 0.2
H 0.847378 -1.416484 -3.523225 -0.1 0.3 -0.1
H 1.362148 -1.278094 -5.192795 0.3 -0.1 0.0

59
Properties=species:S:1:pos:R:3:forces:R:3 method="wB97M-V/def2-TZVPD" lumo_energy_ev="-1.17 / -1.06" energy_ha=-3242.24195 max_force_ev_per_a=3.6 spin_multiplicity=2 s2=1.069
Ce -0.241074 -0.739638 -0.328012 -0.3 1.5 1.2
C 3.687920 0.500264 -0.095609 1.0 -0.5 -0.6
Si 2.810126 -0.519645 1.192654 -1.3 2.6 0.3
C 3.756542 -0.305155 2.801454 1.0 -0.9 1.2
C 2.460308 -2.275933 0.772225 -0.6 -0.9 -0.3
N 1.161741 0.256326 1.115107 0.9 -2.1 -0.5
C 0.727046 1.439874 1.580801 0.1 2.2 2.1
C 1.617669 2.405772 2.222134 -0.8 -0.2 -0.9
C 1.147709 3.577162 2.835917 0.0 -1.3 0.1
C -0.252942 3.737671 2.929134 0.3 0.9 0.2
C -1.107327 2.866053 2.298604 -0.2 -0.8 -0.7
C -0.706859 1.750287 1.528466 2.8 1.3 0.1
N -1.459611 1.140706 0.589246 -0.8 -1.2 -0.7
Si -2.930737 1.927940 -0.032134 -0.2 -2.5 0.4
C -4.271752 2.112149 1.293901 -2.3 -0.5 -1.2
C -3.627387 0.610001 -1.240505 -1.3 0.4 -0.1
C -2.424011 3.458457 -0.894174 0.2 0.8 -1.0
H 2.971244 0.863558 -0.871884 0.8 -0.1 0.7
H 4.509749 -0.105793 -0.557612 -0.6 0.5 0.0
H 4.223299 1.330028 0.409675 -0.5 -0.2 -0.4
H 4.860870 -0.409105 2.657350 -0.7 0.1 -0.4
H 3.595643 -1.120052 3.582901 -0.3 1.3 -0.8
H 3.667666 0.718597 3.231092 -0.3 -0.9 -0.1
H 1.704399 -2.501147 -0.012257 0.2 0.2 0.5
H 2.185572 -2.863177 1.667366 0.1 0.3 -0.4
H 3.335605 -2.715579 0.321410 0.6 -0.3 0.0
H 2.706127 2.257068 2.076030 -0.8 0.0 0.3
H 1.887750 4.225262 3.323651 -0.6 0.0 -0.3
H -0.716874 4.624240 3.393653 0.5 -0.5 0.0
H -2.169897 3.011986 2.285747 -0.3 0.5 0.3
H -5.379798 2.173119 0.888473 2.2 0.1 0.4
H -4.104871 3.007414 1.842931 -0.1 0.8 0.6
H -4.359700 1.280080 2.001391 0.5 0.0 -0.1
H -3.832386 -0.367508 -0.753141 0.1 0.5 0.0
H -3.018590 0.427504 -2.119985 0.3 0.0 -0.2
H -4.634242 0.967710 -1.639731 1.2 -0.4 0.5
H -2.396793 4.301021 -0.198281 -0.1 0.1 -0.2
H -2.982489 3.730873 -1.822732 0.1 -0.2 0.9
H -1.389177 3.290607 -1.228235 -0.1 0.0 0.1
S -1.352472 -2.403879 1.568696 -0.9 0.5 -0.2
C -1.096094 -3.249184 0.109004 1.0 -0.4 0.7
N -1.619057 -2.857267 -1.120991 -0.8 -0.7 -0.8
C -1.373547 -3.667574 -2.275303 0.4 0.3 0.3
C -0.570575 -4.750135 -2.174412 0.6 -0.2 -0.3
C 0.047901 -5.132638 -0.935647 -1.2 1.2 0.9
C -0.212394 -4.351077 0.173434 -0.3 -0.8 -0.4
H -2.556953 -2.455688 -1.093666 0.2 0.1 0.1
H -1.800628 -3.284550 -3.204795 0.1 -0.3 0.4
H -0.297311 -5.375622 -3.031324 -0.5 0.5 0.1
H 0.525173 -6.075225 -0.843651 0.7 -0.5 0.0
H 0.049783 -4.563616 1.219645 0.4 -0.2 -0.8
F 1.964817 -1.402682 -2.426893 -0.7 0.7 -0.2
C 1.878282 -0.428576 -3.388612 2.3 -1.4 -2.3
F 3.112346 0.165252 -3.364334 -2.0 0.2 0.2
F 1.903455 -1.128913 -4.613158 -0.9 1.3 2.0
S 0.304249 0.652988 -3.042047 0.6 -2.2 0.8
O -0.097661 1.506310 -4.091117 0.2 -0.2 -0.5
O 0.782742 1.247201 -1.807011 -0.2 0.0 0.2
O -0.602522 -0.514121 -2.704839 0.6 1.4 -1.0

57
Properties=species:S:1:pos:R:3:forces:R:3 method="wB97M-V/def2-TZVPD" lumo_energy_ev=0.60 energy_ha=-1742.59667 max_force_ev_per_a=1.7 smiles="CCOC(=O)[C@@H]([C@H](c1ccc(C)cc1)c1ccc(OC)cc1)S(=O)(=O)c1ccccc1"
C -0.324899 5.835671 -1.131885 0.3 -0.4 -0.4
O 0.302444 4.916217 -2.056566 0.2 0.7 0.7
C 0.759275 3.732181 -1.564109 -0.2 -0.5 0.1
C 1.391985 2.872643 -2.494640 -0.5 0.5 0.5
C 1.511225 1.534769 -2.186850 0.2 0.0 0.5
C 1.056715 1.046715 -0.955283 0.1 -0.5 0.3
C 1.071411 -0.462115 -0.712680 0.8 0.6 -0.8
C 1.826817 -0.931286 0.533735 0.7 0.0 -0.4
C 2.190490 -2.287198 0.625989 0.2 0.3 0.1
C 2.704892 -2.790211 1.811549 0.0 0.2 -0.1
C 2.877957 -1.956152 2.923127 -0.1 0.0 -0.1
C 3.224086 -2.527449 4.268816 0.3 -0.1 0.3
C 2.735098 -0.582036 2.741967 0.2 -0.3 -0.1
C 2.298094 -0.067515 1.524497 -0.5 -0.2 0.1
C 0.585878 1.927277 0.020719 0.4 0.0 -0.3
C 0.502297 3.289729 -0.248408 -0.1 0.3 -0.6
H -0.613353 6.685020 -1.752959 0.0 -0.1 0.2
H -1.216033 5.385376 -0.669172 0.2 0.1 -0.1
H 0.375531 6.155167 -0.345970 -0.2 -0.1 -0.2
H 1.734617 3.267939 -3.445467 -0.2 0.0 0.1
H 1.949925 0.838243 -2.901182 -0.2 0.2 0.1
H 1.583971 -0.916746 -1.574089 -0.1 0.1 0.1
H 2.086195 -2.942598 -0.244918 -0.2 0.2 0.4
H 2.945903 -3.850604 1.882113 0.0 0.2 0.0
H 2.875115 -1.871396 5.075762 0.0 -0.2 -0.2
H 2.782753 -3.522788 4.411222 0.0 0.3 0.0
H 4.308419 -2.640275 4.396501 -0.1 0.0 -0.1
H 2.964909 0.091535 3.565419 0.0 -0.1 -0.2
H 2.301584 1.008130 1.367321 -0.2 -0.3 0.1
H 0.318726 1.562921 1.015983 -0.1 0.1 -0.4
H 0.221051 3.993027 0.536189 -0.2 -0.3 -0.3
C -0.286631 -4.348008 2.598285 0.2 0.1 0.5
C -0.615734 -4.161402 1.148788 -0.2 0.1 0.1
O -0.505713 -2.736989 0.865123 -0.4 -0.3 -0.9
C -0.380408 -2.483114 -0.454072 0.3 -1.0 -0.5
C -0.357306 -0.995242 -0.765032 -1.2 -0.8 0.2
S -1.267965 -0.801005 -2.402521 -1.2 1.1 -0.2
C -2.526125 0.440455 -2.000608 0.3 0.3 0.1
C -3.826157 0.033808 -1.690547 0.1 0.1 0.1
C -4.786448 1.006401 -1.398937 0.1 0.0 0.0
C -4.449988 2.365403 -1.395719 0.3 -0.2 -0.1
C -3.140572 2.754071 -1.707942 -0.1 -0.2 -0.1
C -2.186245 1.790406 -2.043342 0.1 0.0 0.2
O -0.378503 -0.232350 -3.386999 0.0 -0.5 0.4
O -2.095427 -1.937920 -2.712608 0.7 -0.3 0.2
O -0.208539 -3.347430 -1.295285 -0.1 1.1 0.9
H -0.486367 -5.373664 2.917924 -0.1 0.1 -0.1
H 0.771393 -4.141572 2.786293 -0.2 0.0 0.0
H -0.875370 -3.664881 3.214267 0.0 -0.1 0.0
H 0.052813 -4.745064 0.506881 -0.2 0.3 0.0
H -1.658113 -4.415513 0.927884 0.2 -0.2 0.0
H -1.009634 -0.454795 -0.062874 0.2 -0.2 -0.1
H -4.076155 -1.027510 -1.683886 0.1 0.3 0.0
H -5.806669 0.690649 -1.179822 0.3 0.1 0.0
H -5.211969 3.117769 -1.167458 0.3 -0.3 -0.1
H -2.854887 3.805793 -1.711681 -0.1 -0.2 0.0
H -1.166357 2.067516 -2.322847 -0.4 0.0 0.1